DFT (the ωB97M-V functional and the def2-TZVPD basis) results for a molecular structure, C22H21N3O2V in a non-equilibrium geometry.

Cartesian coordinates (Å):
C1 -0.152 -0.632 -2.075
C2 -0.918 0.559 -1.821
C3 -2.088 0.190 -1.074
C4 -2.051 -1.236 -0.885
C5 -0.841 -1.740 -1.476
V1 -0.356 -0.318 0.024
N1 1.676 0.088 0.064
C6 2.229 1.326 0.251
C7 0.742 1.866 0.307
H1 -2.886 0.861 -0.758
H2 -0.682 1.561 -2.175
H3 -2.825 -1.831 -0.411
H4 -0.523 -2.781 -1.502
H5 0.752 -0.695 -2.679
H6 0.473 2.519 -0.528
H7 2.808 1.733 -0.585
H8 2.346 -0.666 -0.033
H9 0.449 2.217 1.302
H10 2.738 1.455 1.212
O1 -1.672 -3.004 1.485
C8 -1.170 -2.230 2.279
N2 -1.006 -2.402 3.642
C9 -0.162 -1.398 4.258
C10 0.013 -0.437 3.081
O2 0.627 0.633 3.070
N3 -0.614 -0.960 1.981
C11 -0.921 -0.798 5.439
C12 -1.108 0.577 5.572
C13 -1.844 1.082 6.653
C14 -2.392 0.211 7.596
C15 -2.193 -1.170 7.467
C16 -1.446 -1.674 6.397
C17 1.180 -2.011 4.627
C18 1.693 -1.971 5.926
C19 2.834 -2.721 6.239
C20 3.479 -3.466 5.250
C21 3.005 -3.436 3.932
C22 1.863 -2.692 3.617
H11 -1.276 -3.287 4.053
H12 -0.666 1.253 4.838
H13 -1.976 2.160 6.739
H14 -2.971 0.601 8.434
H15 -2.608 -1.869 8.193
H16 -1.263 -2.750 6.319
H17 1.194 -1.369 6.687
H18 3.202 -2.715 7.265
H19 4.355 -4.065 5.501
H20 3.508 -3.992 3.142
H21 1.494 -2.652 2.587

Computed properties:
* HOMO energy (spin up / spin down): 2.3 / 1.7 eV
* total charge: -2
* <S²>: 3.779
* 2S+1: 4
* frontier orbital gap (spin up / spin down): 2.17 / 2.79 eV
* LUMO level (spin up / spin down): 4.463 / 4.461 eV

DFT (the ωB97M-V functional and the def2-TZVPD basis) results for 14 unconnected molecules or ions with the total composition C6H35O15 in a non-equilibrium geometry.

Cartesian coordinates (Å):
O1 -2.002 -0.674 1.381
C1 -1.006 0.013 1.100
O2 -1.121 1.178 0.850
C2 0.365 -0.555 1.391
C3 1.424 0.510 1.495
C4 2.081 0.855 0.176
C5 4.381 -0.108 -0.565
C6 3.126 -0.226 -0.134
H1 0.258 -1.086 2.292
H2 0.700 -1.333 0.694
H3 0.954 1.418 2.028
H4 2.184 0.129 2.212
H5 2.657 1.732 0.141
H6 1.226 0.761 -0.651
H7 4.945 0.882 -0.610
H8 5.093 -0.900 -0.703
H9 2.530 -1.161 0.061
H10 -1.479 -1.263 -1.624
H11 -0.593 -0.170 -1.530
O3 -0.467 -1.184 -1.395
H12 -3.369 -0.278 0.413
H13 -4.634 -0.949 0.518
O4 -4.159 -0.390 -0.047
H14 -1.523 2.149 -1.229
H15 -0.291 1.367 -0.682
O5 -0.719 1.573 -1.525
H16 0.642 4.387 -2.052
H17 0.911 3.089 -1.263
O6 1.253 3.821 -1.782
H18 1.201 -1.120 -2.097
H19 2.079 -2.405 -2.689
O7 2.060 -1.446 -2.425
H20 1.163 -3.126 1.234
H21 0.872 -2.806 2.711
O8 1.518 -3.311 2.157
H22 -3.029 -2.358 1.037
H23 -3.301 -2.452 2.441
O9 -3.690 -2.782 1.590
H24 -1.849 -4.246 -2.241
H25 -1.000 -3.738 -1.087
O10 -1.392 -4.536 -1.454
H26 -2.712 -0.561 -2.784
H27 -3.530 -0.934 -1.445
O11 -3.041 -1.259 -2.183
H28 2.273 2.930 -2.657
H29 2.838 1.540 -2.693
O12 3.062 2.463 -3.052
H30 -3.875 3.325 -0.184
H31 -2.633 3.849 0.091
O13 -3.076 3.678 -0.656
H32 -2.808 1.963 2.477
H33 -1.688 2.787 1.811
O14 -2.378 2.817 2.506
H34 3.146 -0.192 4.150
H35 2.845 -1.082 2.978
O15 3.579 -0.585 3.509

Computed properties:
* HOMO energy: -6.8 eV
* total charge: -1
* frontier orbital gap: 9.25 eV
* LUMO level: 2.489 eV

DFT (the ωB97M-V functional and the def2-TZVPD basis) results for a molecular structure, C10H7N2O5Re in a non-equilibrium geometry.

Cartesian coordinates (Å):
O1 1.573 0.780 -1.899
C1 0.961 -0.110 -1.373
Re1 -2.465 -0.043 -1.693
C2 -2.225 0.268 0.209
O2 -2.129 0.436 1.369
C3 -4.162 0.771 -1.519
O3 -5.184 1.310 -1.329
C4 -2.310 -1.932 -1.839
O4 -2.271 -3.102 -1.888
C5 -1.497 1.691 -2.199
O5 -1.005 2.714 -2.453
H1 0.509 -1.020 -1.840
N1 0.706 1.907 0.751
C6 1.331 0.783 0.849
C7 2.280 0.427 1.882
C8 2.521 -0.851 2.257
C9 2.016 -1.900 1.484
C10 0.977 -1.585 0.503
N2 0.948 -0.311 0.049
H2 -0.034 2.122 0.109
H3 1.015 2.696 1.375
H4 2.517 1.331 2.575
H5 3.232 -1.099 3.031
H6 2.261 -2.961 1.614
H7 0.437 -2.324 -0.023

Computed properties:
* HOMO energy (spin up / spin down): -19.8 / -21.2 eV
* total charge: +3
* <S²>: 3.798
* 2S+1: 4
* frontier orbital gap (spin up / spin down): 6.50 / 5.81 eV
* LUMO level (spin up / spin down): -13.277 / -15.415 eV

Q: Which formula does entry 1 have?
A: C22H21N3O2V

Q: What is the total charge in the first record?
A: -2